Record 1
This record from OMol25 describes a structure of composition C24H27N13NiOS. The level of theory is ωB97M-V with the def2-TZVPD basis set.

Structure (XYZ):
```
67
C24H27N13NiOS | OMol25 | ωB97M-V with the def2-TZVPD basis set
Ni -0.687 -0.095 0.648
S -0.326 0.124 2.902
C 1.221 0.929 2.767
N 1.981 1.278 3.757
N 1.556 1.016 4.971
C 2.316 1.356 6.094
C 3.550 1.987 5.974
C 4.263 2.302 7.119
C 3.763 1.999 8.378
C 2.531 1.371 8.487
C 1.806 1.048 7.352
N 1.798 1.269 1.544
N 1.127 0.979 0.535
C 1.759 1.345 -0.698
C 1.137 2.282 -1.510
C 1.746 2.653 -2.700
C 2.944 2.067 -3.089
C 3.544 1.115 -2.276
C 2.957 0.755 -1.071
H 0.656 0.561 5.085
H 3.931 2.220 4.991
H 5.223 2.793 7.023
H 4.328 2.250 9.266
H 2.127 1.129 9.461
H 0.842 0.559 7.436
H 0.202 2.721 -1.186
H 1.283 3.408 -3.323
H 3.411 2.355 -4.021
H 4.478 0.657 -2.573
H 3.417 0.027 -0.417
C -4.198 -3.981 -0.254
N -3.826 -3.309 0.990
C -4.819 -3.266 2.060
C -2.921 -2.358 0.950
N -2.111 -1.540 0.934
H -4.461 -5.012 -0.017
H -3.356 -3.966 -0.939
H -5.043 -3.483 -0.732
H -5.089 -4.287 2.325
H -5.716 -2.727 1.742
H -4.394 -2.776 2.931
C 1.738 -1.205 -5.233
C 0.307 -0.791 -5.560
C 0.117 0.715 -5.421
C -0.707 -1.572 -4.727
N -0.461 -1.494 -3.290
C -0.695 -0.525 -2.411
N -0.320 -0.956 -1.231
N 0.157 -2.203 -1.402
N 0.075 -2.536 -2.631
H 2.437 -0.722 -5.916
H 1.874 -2.285 -5.312
H 2.010 -0.901 -4.219
H 0.089 -1.071 -6.596
H 0.363 1.050 -4.412
H -0.906 1.016 -5.654
H 0.786 1.245 -6.100
H -0.661 -2.634 -4.961
H -1.724 -1.221 -4.905
H -1.133 0.433 -2.626
O -1.675 1.465 -0.210
N -2.773 2.001 -0.566
C -3.735 1.282 -1.092
C -4.931 1.976 -1.465
N -5.901 2.500 -1.791
C -3.665 -0.112 -1.419
N -3.616 -1.210 -1.762
```

Energy above the lowest of the compared OMol25 structures with the same formula, charge and spin   8.6 kcal/mol
Multiplicity   3
Calculated total energy   -3624.1901 Eh
HOMO (alpha / beta)   -7.36 / -7.37 eV

These are the Mulliken partial charges, in e, on atoms 1 to 4: atom 1 (Ni): -0.325, atom 2 (S): -0.557, atom 3 (C): 0.097, atom 4 (N): -0.441

Record 2
This record from OMol25 describes an isolated molecule of C24H27N3O6S at a distorted geometry. The level of theory is ωB97M-V with the def2-TZVPD basis set.

Structure (XYZ):
```
61
C24H27N3O6S | OMol25 | ωB97M-V with the def2-TZVPD basis set
C 6.869 -3.696 -1.843
C 6.322 -3.678 -0.419
O 6.451 -2.413 0.199
C 5.633 -1.389 -0.170
C 5.957 -0.138 0.361
C 5.198 0.974 0.073
C 4.071 0.868 -0.742
N 3.315 2.026 -1.005
C 2.487 2.065 -2.188
S 2.588 2.729 0.342
O 3.571 2.936 1.359
O 1.829 3.850 -0.116
C 1.492 1.410 0.863
C 2.005 0.423 1.700
C 1.227 -0.663 2.025
C -0.067 -0.778 1.502
N -0.858 -1.850 1.820
C -2.109 -1.966 1.334
C -2.672 -1.066 0.484
C -4.077 -1.362 0.052
O -4.681 -2.320 0.511
N -4.579 -0.521 -0.864
C -5.927 -0.621 -1.357
C -6.835 0.484 -0.776
C -7.158 0.242 0.701
C -8.410 -0.628 0.610
C -9.089 -0.085 -0.649
O -8.077 0.497 -1.458
C -1.923 0.105 0.054
O -2.338 0.952 -0.732
C -0.575 0.211 0.642
C 0.231 1.312 0.333
C 3.744 -0.376 -1.266
C 4.519 -1.493 -0.993
H 7.912 -3.391 -1.838
H 6.796 -4.700 -2.252
H 6.315 -3.012 -2.481
H 5.278 -4.017 -0.397
H 6.912 -4.347 0.214
H 6.826 -0.063 0.995
H 5.455 1.934 0.485
H 1.630 1.384 -2.135
H 2.116 3.084 -2.278
H 3.095 1.818 -3.057
H 3.003 0.543 2.089
H 1.605 -1.433 2.682
H -0.490 -2.553 2.445
H -2.688 -2.828 1.639
H -4.009 0.277 -1.135
H -5.928 -0.530 -2.446
H -6.310 -1.605 -1.078
H -6.352 1.454 -0.946
H -7.381 1.187 1.197
H -6.340 -0.251 1.220
H -8.132 -1.673 0.478
H -9.048 -0.544 1.487
H -9.819 0.697 -0.399
H -9.598 -0.863 -1.225
H -0.160 2.087 -0.308
H 2.882 -0.493 -1.904
H 4.228 -2.436 -1.429
```

Energy above the lowest of the compared OMol25 structures with the same formula, charge and spin   28.8 kcal/mol
Multiplicity   1
Calculated total energy   -1944.6738 Eh
HOMO   -8.39 eV

These are the Mulliken partial charges, in e, on atoms 1 to 4: atom 1 (C): -1.039, atom 2 (C): -0.402, atom 3 (O): -0.472, atom 4 (C): 0.729

Record 3
This record from OMol25 describes a structure of composition C24H27N3O7 at a distorted geometry. The level of theory is ωB97M-V with the def2-TZVPD basis set.

Structure (XYZ):
```
61
C24H27N3O7 | OMol25 | ωB97M-V with the def2-TZVPD basis set
C -5.648 -2.112 -1.937
C -5.394 -2.852 -0.698
H -5.372 -3.834 -0.867
H -6.309 -2.601 -0.045
O -4.279 -2.708 -0.223
C -4.308 -1.482 0.692
O -5.291 -0.792 0.967
C -2.925 -1.115 1.067
C -1.917 -2.029 0.976
C -0.563 -1.796 1.531
C -0.423 -0.310 2.144
C -1.517 0.495 2.176
C -2.647 -0.094 1.702
H -3.465 0.875 1.943
H -1.231 1.343 2.607
N 0.838 -0.123 2.655
C 2.142 -0.731 2.140
O 2.233 -1.703 1.651
C 3.347 0.549 2.166
H 3.089 1.110 3.234
H 4.147 -0.095 2.191
C 3.112 1.447 1.133
N 3.456 0.762 -0.195
C 2.287 0.613 -0.844
O 2.240 0.200 -2.330
N 1.417 1.318 -0.360
C 1.820 1.696 0.779
O 1.258 2.776 1.510
C -0.105 1.270 -0.649
C -0.750 2.414 -0.498
C -2.123 2.552 -0.949
C -2.731 1.260 -1.567
C -1.895 0.203 -1.619
C -0.606 0.028 -1.316
H -0.016 -0.792 -1.434
H -2.328 -0.525 -2.018
H -3.722 1.305 -1.860
O -2.974 3.514 -0.465
C -2.486 4.718 -0.134
H -2.176 4.616 0.943
H -3.238 5.273 0.086
H -1.837 5.205 -0.539
H -0.414 3.286 -0.122
C 4.668 -0.091 -0.610
H 4.840 0.434 -1.730
C 4.831 -1.556 -0.590
O 6.040 -2.174 -0.585
C 6.684 -2.211 -1.865
H 5.905 -2.402 -2.757
H 6.709 -0.990 -2.173
H 7.472 -2.632 -1.872
H 4.262 -1.770 0.318
H 4.232 -1.801 -1.495
H 5.562 0.333 0.135
H 4.067 2.100 1.229
H 0.952 0.929 3.156
H 0.182 -2.517 1.366
H -2.129 -3.000 0.655
H -5.691 -0.942 -1.830
H -6.481 -2.424 -2.208
H -4.803 -2.422 -2.767
```

Energy above the lowest of the compared OMol25 structures with the same formula, charge and spin   535.8 kcal/mol
Multiplicity   1
Calculated total energy   -1620.9322 Eh
HOMO   -8.21 eV

These are the Mulliken partial charges, in e, on atoms 1 to 4: atom 1 (C): -1.210, atom 2 (C): -0.337, atom 3 (H): 0.519, atom 4 (H): 0.297

Record 4
This record from OMol25 describes a cluster of 2 separate species, C24H27N5O6 in total at a distorted geometry. The level of theory is ωB97M-V with the def2-TZVPD basis set.

Structure (XYZ):
```
62
C24H27N5O6 | OMol25 | ωB97M-V with the def2-TZVPD basis set
H -4.215 -5.412 -2.332
N -3.561 -4.639 -2.466
C -2.661 -4.491 -1.529
C -2.682 -5.424 -0.365
O -3.503 -6.343 -0.319
C -1.736 -5.260 0.749
C -1.790 -6.250 1.902
C -0.828 -4.211 0.719
O 0.052 -4.083 1.773
C 0.929 -3.022 1.741
C 1.834 -2.875 2.812
C 1.835 -3.877 3.953
C 2.700 -1.772 2.814
N 3.594 -1.563 3.848
C 2.672 -0.846 1.776
C 1.786 -0.989 0.692
C 1.734 0.007 -0.389
O 2.282 1.102 -0.295
C 0.919 -2.090 0.668
N 0.053 -2.231 -0.419
C -0.789 -3.244 -0.422
C -1.660 -3.406 -1.596
C -1.479 -2.568 -2.688
O -2.160 -2.673 -3.871
H -1.613 -7.264 1.529
H -2.781 -6.224 2.368
H -1.048 -6.041 2.677
H 2.833 -3.990 4.385
H 1.520 -4.868 3.612
H 1.148 -3.546 4.738
H 4.339 -0.884 3.706
H 3.755 -2.329 4.497
H 3.340 0.009 1.811
H 1.156 -0.183 -1.287
H -0.719 -1.790 -2.622
H -2.079 -1.866 -4.402
C -3.237 4.266 0.278
N -2.486 5.432 -0.184
C -1.227 5.457 -0.631
O -0.749 6.524 -1.003
C -0.374 4.172 -0.612
C 0.525 4.106 0.626
C 1.821 4.771 0.160
C 1.904 4.413 -1.324
N 0.540 4.125 -1.749
C 0.126 3.900 -3.007
C 1.129 4.013 -4.140
O -1.031 3.587 -3.276
H -3.399 3.579 -0.556
H -2.691 3.752 1.071
H -4.207 4.582 0.666
H -2.963 6.320 -0.222
H -1.021 3.296 -0.636
H 0.723 3.064 0.877
H 0.090 4.624 1.482
H 1.735 5.854 0.268
H 2.685 4.400 0.712
H 2.328 5.247 -1.885
H 2.521 3.523 -1.454
H 0.619 3.821 -5.083
H 1.923 3.285 -3.995
H 1.540 5.020 -4.152
```

Multiplicity   1
Calculated total energy   -1655.9661 Eh
HOMO   -7.82 eV

These are the Mulliken partial charges, in e, on atoms 1 to 4: atom 1 (H): 0.252, atom 2 (N): -0.658, atom 3 (C): 0.125, atom 4 (C): 0.753

Record 5
This record from OMol25 describes a structure of composition C24H27N6ReS3 at a distorted geometry. The level of theory is ωB97M-V with the def2-TZVPD basis set.

Structure (XYZ):
```
61
C24H27N6ReS3 | OMol25 | ωB97M-V with the def2-TZVPD basis set
Re 0.133 -0.104 0.515
C 0.458 1.587 -2.145
N -0.298 0.378 -1.695
C 0.147 -0.777 -2.539
C 0.000 -2.063 -1.777
N 0.892 -2.002 -0.585
C 0.765 -3.258 0.188
C 2.294 -1.878 -1.025
C 2.842 -2.814 -1.896
C 4.162 -2.710 -2.296
C 4.951 -1.673 -1.810
C 4.409 -0.744 -0.941
C 3.072 -0.836 -0.552
S 2.406 0.385 0.533
C -1.741 0.550 -1.921
C -2.217 1.074 -3.117
C -3.580 1.171 -3.344
C -4.483 0.734 -2.382
C -4.013 0.195 -1.201
C -2.641 0.101 -0.973
S -2.102 -0.542 0.582
H 0.359 1.728 -3.222
H 1.506 1.444 -1.899
H 0.085 2.452 -1.608
H 1.191 -0.615 -2.800
H -0.430 -0.814 -3.463
H 0.243 -2.917 -2.413
H -1.022 -2.189 -1.422
H 1.038 -4.119 -0.425
H -0.269 -3.372 0.514
H 1.435 -3.216 1.044
H 2.242 -3.634 -2.272
H 4.572 -3.435 -2.985
H 5.987 -1.591 -2.110
H 5.010 0.071 -0.558
H -1.533 1.408 -3.884
H -3.934 1.589 -4.276
H -5.548 0.815 -2.553
H -4.696 -0.142 -0.432
C -0.107 3.169 3.347
C -0.073 1.847 2.672
N -0.194 1.709 1.391
N -0.482 2.813 0.610
C -1.785 3.070 0.652
N -2.184 4.085 -0.164
S -2.936 2.237 1.614
C 0.093 0.578 3.386
C 0.080 0.471 4.765
C 0.082 -0.782 5.350
C 0.088 -1.900 4.534
C 0.135 -1.723 3.166
N 0.154 -0.514 2.589
H -0.837 3.817 2.877
H 0.880 3.633 3.250
H -0.347 3.084 4.403
H -1.486 4.727 -0.500
H -3.119 4.430 -0.035
H 0.055 1.363 5.373
H 0.067 -0.883 6.427
H 0.063 -2.900 4.942
H 0.160 -2.569 2.500
```

Energy above the lowest of the compared OMol25 structures with the same formula, charge and spin   0.0 kcal/mol
Multiplicity   2
Calculated total energy   -2531.9549 Eh
Charge   +1
HOMO (alpha / beta)   -9.98 / -10.10 eV

These are the Mulliken partial charges, in e, on atoms 1 to 4: atom 1 (Re): 0.360, atom 2 (C): -1.143, atom 3 (N): 0.611, atom 4 (C): -0.715

Record 6
This record from OMol25 describes a cluster of 2 separate species, C24H27N7O6S in total at a distorted geometry. The level of theory is ωB97M-V with the def2-TZVPD basis set.

Structure (XYZ):
```
65
C24H27N7O6S | OMol25 | ωB97M-V with the def2-TZVPD basis set
N 2.401 3.944 -5.898
C 1.922 3.809 -4.650
N 0.788 4.533 -4.412
C 0.435 4.329 -3.177
N -0.718 4.988 -2.823
C -1.381 4.954 -1.596
C -2.149 6.061 -1.233
C -2.848 6.088 -0.018
C -2.797 4.996 0.869
C -3.527 5.015 2.154
O -4.230 5.977 2.419
O -3.388 3.962 2.993
C -2.041 3.875 0.490
C -1.356 3.851 -0.730
S 1.464 3.262 -2.235
C 2.428 3.020 -3.668
C 3.575 2.126 -3.783
O 4.242 2.135 -4.813
C 3.952 1.216 -2.701
C 3.015 0.452 -1.992
C 3.467 -0.362 -0.957
C 4.831 -0.404 -0.664
N 5.732 0.308 -1.358
C 5.303 1.096 -2.361
H 3.118 3.257 -6.135
H 1.703 4.202 -6.582
H -0.973 5.703 -3.494
H -2.205 6.920 -1.893
H -3.433 6.968 0.238
H -3.944 4.184 3.754
H -1.994 3.002 1.137
H -0.835 2.941 -0.994
H 1.954 0.479 -2.232
H 2.768 -0.959 -0.381
H 5.175 -1.039 0.147
H 6.042 1.672 -2.910
C 0.277 -5.490 -0.498
N 0.325 -4.046 -0.725
C -0.109 -3.040 0.050
O 0.167 -1.896 -0.290
C -0.944 -3.256 1.334
C -0.014 -3.337 2.559
C -0.750 -3.176 3.899
C 0.189 -3.361 5.084
N 0.284 -2.404 5.981
O 0.853 -4.371 5.232
N -1.840 -4.425 1.310
C -3.098 -4.425 1.750
C -3.849 -5.731 1.642
O -3.647 -3.441 2.225
H -0.717 -5.874 -0.732
H 0.997 -5.983 -1.154
H 0.540 -5.725 0.535
H 0.815 -3.733 -1.550
H -1.552 -2.356 1.440
H 0.510 -4.293 2.544
H 0.729 -2.541 2.488
H -1.538 -3.922 3.988
H -1.208 -2.187 3.938
H -0.250 -1.560 5.891
H 0.912 -2.582 6.744
H -1.472 -5.289 0.952
H -3.893 -6.038 0.599
H -3.347 -6.492 2.237
H -4.861 -5.586 2.018
```

Multiplicity   1
Calculated total energy   -2163.7864 Eh
HOMO   -8.04 eV

These are the Mulliken partial charges, in e, on atoms 1 to 4: atom 1 (N): -0.423, atom 2 (C): -0.548, atom 3 (N): -0.624, atom 4 (C): 0.485

Record 7
This record from OMol25 describes a cluster of 2 separate species, C24H27O2 in total at a distorted geometry. The level of theory is ωB97M-V with the def2-TZVPD basis set.

Structure (XYZ):
```
53
C24H27O2 | OMol25 | ωB97M-V with the def2-TZVPD basis set
C -5.005 1.808 -3.760
O -5.067 2.121 -2.353
C -3.929 2.109 -1.605
C -4.067 1.923 -0.208
C -2.949 1.640 0.555
C -1.676 1.541 -0.038
C -0.527 1.019 0.793
H -0.669 -0.071 0.990
C 0.854 1.224 0.208
C 1.418 2.505 0.261
C 2.629 2.775 -0.342
C 3.278 1.753 -1.075
O 4.351 2.126 -1.827
C 5.000 1.141 -2.668
C 2.772 0.431 -1.041
C 1.556 0.187 -0.415
C -1.530 1.905 -1.383
C -2.632 2.217 -2.167
H -5.932 2.220 -4.162
H -4.137 2.257 -4.261
H -4.984 0.719 -3.900
H -5.063 1.964 0.228
H -3.055 1.493 1.632
H -0.584 1.512 1.777
H 0.871 3.299 0.774
H 3.075 3.768 -0.323
H 5.835 1.686 -3.112
H 5.371 0.290 -2.081
H 4.323 0.775 -3.452
H 3.314 -0.373 -1.547
H 1.153 -0.831 -0.432
H -0.544 1.953 -1.846
H -2.485 2.505 -3.208
C -1.778 -2.697 1.034
C -0.788 -2.087 1.962
C -1.321 -1.212 3.049
C 0.559 -2.549 1.950
C 1.579 -1.892 2.710
C 2.882 -2.370 2.729
C 3.240 -3.512 2.003
C 2.276 -4.144 1.206
C 0.972 -3.672 1.160
H -1.355 -2.825 0.031
H -2.089 -3.694 1.382
H -2.683 -2.080 0.934
H -0.566 -0.554 3.491
H -2.132 -0.572 2.669
H -1.744 -1.805 3.878
H 1.321 -0.993 3.270
H 3.620 -1.845 3.337
H 4.262 -3.889 2.042
H 2.545 -5.025 0.623
H 0.236 -4.175 0.529
```

Multiplicity   1
Calculated total energy   -1080.8997 Eh
Charge   +1
HOMO   -10.34 eV

These are the Mulliken partial charges, in e, on atoms 1 to 4: atom 1 (C): -0.659, atom 2 (O): -0.413, atom 3 (C): 0.739, atom 4 (C): -0.721

Record 8
This record from OMol25 describes a structure of composition C24H28BrFN2OPt at a distorted geometry. The level of theory is ωB97M-V with the def2-TZVPD basis set.

Structure (XYZ):
```
58
C24H28BrFN2OPt | OMol25 | ωB97M-V with the def2-TZVPD basis set
Pt 0.921 -0.490 1.123
C -2.446 -0.546 2.062
C -2.301 -1.799 1.198
C -1.075 -2.602 1.619
C -2.295 -1.531 -0.294
C -3.163 -2.239 -1.105
C -3.174 -2.086 -2.487
C -2.282 -1.214 -3.081
C -1.411 -0.451 -2.322
C -0.376 0.380 -3.028
C 0.524 -0.553 -3.852
C -1.019 1.445 -3.921
C -1.446 -0.560 -0.896
N -0.676 0.285 -0.134
C -0.892 1.614 -0.073
C -2.123 2.190 -0.484
C -2.387 3.524 -0.291
C -1.438 4.368 0.286
C -0.200 3.854 0.661
C 0.048 2.514 0.495
F 1.261 2.020 0.866
H -2.797 -0.814 3.057
H -3.168 0.144 1.634
H -1.487 -0.028 2.185
H -3.174 -2.435 1.396
H -0.118 -2.061 1.303
H -1.049 -3.583 1.153
H -1.062 -2.719 2.701
H -3.870 -2.919 -0.651
H -3.863 -2.654 -3.094
H -2.252 -1.126 -4.157
H 0.252 0.893 -2.296
H -0.005 -0.956 -4.708
H 0.874 -1.385 -3.248
H 1.389 -0.005 -4.213
H -1.600 1.004 -4.725
H -0.234 2.051 -4.365
H -1.674 2.089 -3.338
H -2.871 1.543 -0.915
H -3.346 3.919 -0.586
H -1.660 5.413 0.438
H 0.567 4.485 1.081
Br 2.730 0.125 -1.229
C 3.815 -0.333 0.247
C 5.166 -0.050 0.278
C 5.892 -0.514 1.365
C 5.234 -1.223 2.361
C 3.869 -1.429 2.251
N 3.166 -0.985 1.212
H 5.625 0.513 -0.519
H 6.957 -0.338 1.422
H 5.766 -1.604 3.216
H 3.323 -1.983 3.002
C 1.115 -0.262 4.302
O 1.041 0.291 3.071
H 1.340 -1.343 4.298
H 0.161 -0.101 4.838
H 1.898 0.257 4.888
```

Multiplicity   1
Calculated total energy   -3908.5220 Eh
Charge   +2
HOMO (alpha / beta)   -14.38 / -14.48 eV

These are the Mulliken partial charges, in e, on atoms 1 to 4: atom 1 (Pt): 1.595, atom 2 (C): -1.383, atom 3 (C): 0.209, atom 4 (C): -0.918